[1]
Here is one molecule with the formula C3H6N2S2 in a non-equilibrium geometry from the Open Molecules 2025 dataset. Energies are from ωB97M-V/def2-TZVPD.

Net charge: 0
Spin multiplicity: 1
ΔE to the lowest compared entry with this formula, charge and spin: 365.4 kJ/mol
LUMO: -0.1 eV
Kohn-Sham gap: 8.35 eV
SMILES: CN(S)/C=N\C=S
DFT total energy: -1023.66377 a.u.

```
13
Properties=species:S:1:pos:R:3:mulliken_charge:R:1
C -0.19 -1.14 0.15 -0.7675
N -0.87 0.04 -0.25 -0.0303
S -2.58 0.21 -0.67 -0.1535
C -0.32 1.28 -0.19 0.1573
N 1.00 1.65 -0.22 -0.3793
C 2.03 0.74 0.20 -0.2591
S 2.78 -0.24 -0.81 -0.2109
H 0.81 -1.03 0.66 0.3177
H -0.12 -1.79 -0.75 0.3256
H -0.88 -1.86 0.77 0.2230
H -3.11 -0.64 0.58 0.1664
H -1.06 2.02 -0.67 0.2806
H 2.50 0.77 1.19 0.3301
```

=====

[2]
Here is a 2-piece molecular cluster, C9H14 overall in a non-equilibrium geometry from the Open Molecules 2025 dataset. Energies are from ωB97M-V/def2-TZVPD.

Net charge: 0
Spin multiplicity: 1
ΔE to the lowest compared entry with this formula, charge and spin: 224.3 kJ/mol
LUMO: 1.0 eV
Kohn-Sham gap: 9.85 eV
SMILES: Cc1ccccc1.CC
DFT total energy: -351.24476 a.u.

```
23
Properties=species:S:1:pos:R:3:mulliken_charge:R:1
C -0.30 2.07 -0.37 -1.2241
C 0.13 0.68 -0.66 0.8707
C -0.77 0.12 -1.59 -0.5567
C -0.36 -1.06 -2.25 -0.3843
C 0.88 -1.65 -2.00 -0.4692
C 1.76 -1.11 -1.17 -0.4334
C 1.40 0.03 -0.46 -0.3875
H -1.07 1.97 0.46 0.2161
H -0.61 2.63 -1.31 0.3896
H 0.58 2.54 0.06 0.3628
H -1.75 0.57 -1.83 0.3349
H -1.05 -1.38 -2.99 0.3716
H 0.93 -2.62 -2.44 0.3429
H 2.66 -1.73 -1.13 0.3213
H 2.19 0.63 0.08 0.2433
C -1.40 0.61 3.85 -0.8896
C -0.65 -0.25 2.81 -0.7158
H -0.82 1.13 4.62 0.2911
H -2.14 1.36 3.46 0.2632
H -1.92 -0.10 4.69 0.2207
H 0.50 -0.17 2.76 0.2313
H -1.14 -0.25 1.84 0.1922
H -0.47 -1.36 2.87 0.4090
```

=====

[3]
Here is C4H8N4O as an isolated structure in a non-equilibrium geometry from the Open Molecules 2025 dataset. Energies are from ωB97M-V/def2-TZVPD.

Net charge: 0
Spin multiplicity: 1
ΔE to the lowest compared entry with this formula, charge and spin: 729.3 kJ/mol
LUMO: 0.1 eV
Kohn-Sham gap: 9.57 eV
DFT total energy: -451.24045 a.u.

```
17
Properties=species:S:1:pos:R:3:mulliken_charge:R:1
C -0.63 -1.04 1.70 -1.0366
C -0.42 0.01 0.61 0.4785
C 1.18 -1.03 -0.86 -0.0695
C -0.10 0.81 -1.81 0.4045
H -1.97 -1.45 1.51 0.2622
H -0.39 -0.60 2.99 0.3079
H 0.34 -2.12 1.71 0.3319
H -1.42 1.21 1.77 0.2778
H 1.42 -1.40 -1.83 0.4400
H 2.51 -1.03 0.91 0.2632
H -1.14 2.35 -2.30 0.2914
H -0.60 2.27 -0.25 0.3959
N -0.55 1.25 0.91 -0.6008
N 0.24 -0.03 -0.66 -0.0284
N 2.13 -1.53 -0.10 -0.6360
N -0.52 2.13 -1.41 -0.5039
O -0.08 0.19 -2.88 -0.5780
```

=====

[4]
Here is a 3-piece molecular cluster, C16H17FO11S overall from the Open Molecules 2025 dataset. Energies are from ωB97M-V/def2-TZVPD.

Net charge: 0
Spin multiplicity: 1
LUMO: -1.4 eV
Kohn-Sham gap: 8.11 eV
DFT total energy: -1945.42012 a.u.

```
46
Properties=species:S:1:pos:R:3:mulliken_charge:R:1
C -4.13 0.77 -7.19 -1.2869
C -4.44 -0.09 -5.97 -0.3111
C -3.47 -1.26 -5.81 -0.5391
C -3.91 -2.29 -4.78 -0.5856
O -3.14 -2.08 -3.56 -0.2405
S -3.95 -2.27 -2.18 0.5940
O -4.99 -1.27 -2.14 -0.4956
O -2.68 -1.57 -1.29 0.0460
F -1.98 -2.67 -0.74 -0.1606
H -4.87 1.56 -7.32 0.3585
H -4.12 0.17 -8.10 0.3249
H -3.15 1.24 -7.10 0.3188
H -5.46 -0.48 -6.03 0.3483
H -4.40 0.53 -5.07 0.2562
H -2.49 -0.89 -5.50 0.2620
H -3.32 -1.76 -6.78 0.3776
H -3.73 -3.32 -5.10 0.2593
H -4.97 -2.17 -4.55 0.4624
C 1.11 2.06 2.23 -1.0258
C 0.05 1.42 2.76 0.2249
C -1.04 0.78 1.90 1.0983
O -1.93 0.23 2.51 -0.6609
C -0.94 0.88 0.47 -1.1508
C 0.11 1.52 -0.06 0.3414
C 1.20 2.14 0.80 1.1192
O 2.11 2.69 0.19 -0.6608
O 0.32 1.67 -1.36 -0.5714
O -0.16 1.26 4.06 -0.5524
H 1.88 2.51 2.84 0.5559
H -1.72 0.42 -0.14 0.5332
H 1.16 2.17 -1.43 0.3879
H -1.01 0.76 4.12 0.3756
C 5.13 1.13 4.42 -1.1085
C 6.11 0.22 4.53 0.3926
C 5.90 -1.15 5.15 1.0627
O 6.88 -1.87 5.18 -0.6351
C 4.59 -1.51 5.63 -1.0224
C 3.61 -0.60 5.52 0.3441
C 3.83 0.78 4.92 1.1261
O 2.84 1.49 4.90 -0.6038
O 2.36 -0.80 5.91 -0.5888
O 7.35 0.42 4.12 -0.5797
H 5.28 2.11 3.98 0.4437
H 4.44 -2.49 6.06 0.4330
H 1.88 0.03 5.69 0.3515
H 7.83 -0.41 4.33 0.3816
```

=====

[5]
Here is one molecule with the formula C47H64N4O12 in a non-equilibrium geometry from the Open Molecules 2025 dataset. Energies are from ωB97M-V/def2-TZVPD.

Net charge: 0
Spin multiplicity: 1
ΔE to the lowest compared entry with this formula, charge and spin: 51.4 kJ/mol
LUMO: -0.5 eV
Kohn-Sham gap: 6.85 eV
DFT total energy: -2951.26849 a.u.

```
127
Properties=species:S:1:pos:R:3:mulliken_charge:R:1
C -3.91 1.16 5.73 -0.7195
O -3.32 2.42 5.56 -0.4478
C -2.97 2.71 4.21 0.4510
C -4.20 2.87 3.35 -1.3702
C -4.61 1.96 2.48 0.2719
O -3.91 0.80 2.26 -0.0032
C -4.49 -0.12 1.38 1.3076
C -5.80 -0.71 1.89 -1.6063
H -6.20 -1.39 1.14 0.4672
H -6.52 0.08 2.09 0.4035
H -5.59 -1.26 2.81 0.3226
C -3.44 -1.23 1.15 0.6655
O -3.10 -2.00 2.04 -0.8738
C -3.05 -1.12 -0.22 -1.0355
C -3.79 -0.06 -0.76 0.0229
C -3.65 0.41 -2.06 0.2434
C -2.73 -0.25 -2.87 1.4536
C -1.95 -1.35 -2.39 -0.7213
C -1.01 -2.00 -3.22 0.1335
C -0.19 -3.00 -2.73 -0.5847
C -0.34 -3.48 -1.41 0.6924
C -1.30 -2.88 -0.57 0.3616
C -2.09 -1.81 -1.04 1.2553
O -1.39 -3.41 0.65 -0.6743
H -2.02 -2.92 1.24 0.4232
C 0.51 -4.51 -0.86 -0.3947
N 1.26 -5.22 -1.62 -0.0803
N 2.07 -6.19 -1.22 -0.3048
C 3.14 -6.45 -2.17 -0.9378
H 2.84 -6.04 -3.13 0.3396
C 4.44 -5.78 -1.68 -0.8864
N 4.07 -4.67 -0.81 1.2884
C 3.56 -5.19 0.44 -0.8027
H 4.37 -5.59 1.08 0.5865
C 2.53 -6.31 0.15 -1.2603
H 1.69 -6.26 0.83 0.4042
H 2.99 -7.29 0.24 0.3590
H 3.07 -4.37 0.98 0.3812
C 5.14 -3.70 -0.66 -0.4289
H 6.06 -4.21 -0.30 0.2896
C 5.43 -2.97 -1.99 -0.4770
H 6.36 -3.33 -2.43 0.3485
H 4.62 -3.15 -2.69 -0.1157
C 5.54 -1.47 -1.65 -0.0922
C 5.69 -1.42 -0.13 -0.9158
C 4.80 -2.58 0.33 -0.2716
H 3.76 -2.30 0.21 -0.2967
H 4.98 -2.86 1.37 0.4608
H 6.72 -1.61 0.16 0.3580
H 5.38 -0.47 0.29 0.4247
H 4.62 -0.96 -1.94 -0.4320
H 6.37 -1.00 -2.16 0.5745
H 5.08 -6.50 -1.16 0.3628
H 4.99 -5.40 -2.54 0.4830
H 3.27 -7.53 -2.26 0.3375
H 0.46 -4.61 0.22 0.4868
N 0.78 -3.59 -3.57 -0.0680
C 1.91 -3.02 -4.09 0.2903
O 2.78 -3.73 -4.55 -0.6851
C 1.99 -1.53 -4.17 0.8902
C 1.99 -0.72 -3.10 -1.2950
C 1.91 -1.14 -1.72 1.0012
C 1.77 -0.33 -0.67 -1.1119
C 1.66 1.17 -0.69 0.5430
C 2.90 1.75 -0.01 -2.0146
H 3.80 1.44 -0.54 0.4138
H 2.98 1.40 1.02 0.4368
H 2.87 2.84 -0.01 0.3119
H 1.63 1.53 -1.72 0.1171
C 0.36 1.61 0.04 -0.8577
H 0.55 1.58 1.11 0.6206
O -0.69 0.69 -0.16 0.6016
H -0.86 0.63 -1.11 -0.2627
C -0.05 3.05 -0.37 0.3132
C -0.60 3.10 -1.80 -1.9449
H 0.06 2.61 -2.51 0.3790
H -1.58 2.64 -1.85 0.3036
H -0.71 4.14 -2.11 0.5261
H 0.83 3.69 -0.31 1.0010
C -1.14 3.62 0.57 -1.5916
O -2.34 2.90 0.45 -0.3196
H -2.14 1.97 0.63 -0.0604
H -1.38 4.63 0.22 0.9614
C -0.73 3.73 2.06 1.6289
H -0.69 2.72 2.48 0.1239
C 0.64 4.41 2.22 -1.9736
H 1.44 3.74 1.93 0.3269
H 0.79 4.70 3.26 0.4975
H 0.68 5.31 1.61 0.3333
C -1.84 4.49 2.80 -0.3713
H -2.77 4.39 2.22 0.8001
C -2.16 4.02 4.24 -0.1224
C -0.94 3.88 5.14 -2.0609
H -0.41 4.83 5.20 0.3762
H -0.26 3.12 4.77 0.2976
H -1.27 3.60 6.13 0.5204
H -2.82 4.78 4.67 0.6467
O -1.50 5.89 2.83 -0.4604
C -2.50 6.77 2.81 0.8565
O -3.67 6.48 2.77 -0.5448
C -1.97 8.18 2.84 -1.2932
H -2.32 8.71 1.96 0.3512
H -0.89 8.17 2.87 0.2813
H -2.37 8.69 3.72 0.3368
H 1.73 -0.76 0.32 0.6080
H 2.01 -2.20 -1.55 0.1039
H 2.09 0.34 -3.29 0.3613
C 2.21 -1.01 -5.56 -1.8448
H 1.32 -1.13 -6.18 0.2899
H 3.01 -1.60 -6.03 0.3820
H 2.49 0.04 -5.55 0.3822
H 0.93 -4.57 -3.31 0.4991
O -0.89 -1.66 -4.55 -0.9752
H -0.33 -2.32 -4.98 0.5725
O -2.59 0.23 -4.11 -0.7229
H -1.95 -0.32 -4.60 0.3334
C -4.45 1.58 -2.53 -1.6413
H -4.09 1.92 -3.49 0.3892
H -5.50 1.31 -2.61 0.4506
H -4.37 2.38 -1.79 0.1775
O -4.67 0.49 0.10 -0.6164
H -5.48 2.11 1.86 0.5906
H -4.78 3.76 3.49 0.3291
H -2.37 1.88 3.82 0.2064
H -4.04 1.03 6.81 0.3490
H -4.89 1.10 5.24 0.2141
H -3.27 0.37 5.34 0.2850
```

=====

[6]
Here is C16H18IrN3O2S2 as an isolated structure in a non-equilibrium geometry from the Open Molecules 2025 dataset. Energies are from ωB97M-V/def2-TZVPD.

Net charge: +1
Spin multiplicity: 2
LUMO (spin up / spin down): -4.7 / -5.8 eV
Kohn-Sham gap (spin up / spin down): 6.10 / 5.00 eV
DFT total energy: -1835.60751 a.u.

```
42
Properties=species:S:1:pos:R:3:mulliken_charge:R:1
Ir -0.42 -1.05 -1.00 1.6690
C -1.65 -0.11 1.52 -1.0100
N -1.16 0.45 0.24 0.0728
C -0.04 1.42 0.39 -0.7584
C 1.22 0.74 0.83 -1.0960
N 1.58 -0.38 -0.07 0.4435
C 2.50 0.06 -1.15 -1.2255
C 2.21 -1.44 0.72 -0.3088
C 3.41 -1.22 1.39 -0.1881
C 3.97 -2.23 2.15 -0.9552
C 3.32 -3.45 2.26 -0.5980
C 2.12 -3.66 1.61 -0.6127
C 1.56 -2.64 0.83 0.8030
S 0.05 -2.95 0.01 -0.3913
C -2.31 1.07 -0.48 0.3185
C -2.66 2.40 -0.27 -0.4710
C -3.74 2.94 -0.93 -0.9178
C -4.48 2.14 -1.80 -0.6456
C -4.15 0.81 -1.98 -0.6070
C -3.06 0.26 -1.31 0.6606
S -2.64 -1.43 -1.52 -0.4082
H -2.02 0.69 2.15 0.3368
H -0.84 -0.64 2.03 0.3524
H -2.45 -0.82 1.31 0.3133
H -0.28 2.19 1.13 0.4433
H 0.09 1.91 -0.57 0.5344
H 1.11 0.34 1.84 0.5497
H 2.02 1.49 0.87 0.4237
H 3.49 0.29 -0.75 0.3831
H 2.10 0.95 -1.63 0.4200
H 2.60 -0.74 -1.88 0.2928
H 3.91 -0.26 1.32 0.3497
H 4.90 -2.06 2.66 0.3994
H 3.75 -4.24 2.87 0.4055
H 1.59 -4.60 1.70 0.4526
H -2.09 3.02 0.41 0.3335
H -4.01 3.97 -0.77 0.4277
H -5.32 2.57 -2.35 0.4036
H -4.71 0.19 -2.66 0.4506
O 0.89 2.15 -3.23 -0.3040
N 0.21 1.20 -3.33 0.4680
O -0.56 0.66 -2.57 -0.2099
```

=====

net charge of number 2 (C9H14)?
0

=====

The lowest DFT total energy belongs to which entry?
C47H64N4O12

=====

What is the formula in the sixth record?
C16H18IrN3O2S2